DFT (ωB97M-V with the def2-TZVPD basis set) results for a molecular structure, C34H37F10IrN2O2Si at a distorted geometry.

- Net charge: -2
- HOMO-LUMO gap (alpha / beta): 4.0 / 4.9 eV
- Total energy: -80818.47428 eV
- Spin multiplicity: 5
- Largest force on an atom: 3.77 eV/Å

Positions of all 87 atoms, in Å:
Ir -0.21759 0.46855 -0.52425
O 0.63906 0.57218 -2.37427
C 0.00631 1.03949 -3.44169
C 0.77450 1.07745 -4.62999
C 0.10619 1.37059 -5.77760
C -1.30741 1.50330 -5.91772
C -2.04044 1.44678 -4.81576
C -1.43779 1.37329 -3.52746
C -2.20715 1.73178 -2.36290
N -1.87377 1.33916 -1.13353
N -2.85408 1.44101 -0.23489
C -2.52149 0.99611 0.94290
O -1.37783 0.41436 1.15425
C -3.51112 1.08671 1.99131
C -3.15579 0.89439 3.34457
C -4.16931 1.01117 4.30612
C -5.49857 1.31949 3.98677
C -5.76710 1.55989 2.65292
C -4.80174 1.54014 1.69158
H 1.84193 0.93265 -4.60113
H 0.63049 1.35186 -6.76716
H -1.70733 1.51475 -6.94634
H -3.13696 1.46998 -4.88863
H -3.19951 2.23564 -2.46262
H -2.05644 0.78289 3.54854
H -3.91004 0.90211 5.40254
H -6.22224 1.42159 4.75183
H -6.74854 1.87677 2.34229
H -5.05948 1.68727 0.64352
F 0.12694 -2.11733 -3.14541
C -1.09170 -1.63681 -2.68624
C -1.23550 -1.21064 -1.32196
C -2.41570 -1.76658 -0.80257
F -2.53234 -1.98485 0.55709
C -3.59770 -1.71793 -1.54378
F -4.75701 -1.92605 -0.87873
C -3.47606 -1.51804 -2.93548
F -4.56540 -1.12174 -3.63551
C -2.19684 -1.61321 -3.51172
F -2.15187 -1.56247 -4.84567
C 3.77686 1.22658 1.80471
C 3.52893 0.31907 0.60954
C 4.83231 -0.62383 0.50409
C 3.60292 1.06438 -0.70781
Si 1.77755 -0.59070 0.71828
C 1.46852 -0.75579 2.63010
C 1.07698 0.60742 3.18620
C 0.28574 -1.73647 2.71708
C 2.60066 -1.34188 3.49163
C 2.03470 -2.40949 0.01983
C 2.60483 -2.34442 -1.48239
C 0.64969 -3.18561 0.09150
C 3.00934 -3.27951 0.84747
H 4.79645 1.61492 1.67224
H 3.80080 0.79603 2.81860
H 3.18479 2.16516 1.79364
H 5.71026 -0.05648 0.72925
H 5.02607 -1.07419 -0.48428
H 4.77145 -1.35426 1.23751
H 4.50055 1.70164 -0.65098
H 2.70338 1.72193 -0.83667
H 3.61755 0.41045 -1.56379
H 0.26140 0.94569 2.58476
H 1.85825 1.39400 3.14949
H 0.72804 0.45773 4.24261
H -0.42943 -1.55814 1.84050
H -0.26525 -1.60040 3.63570
H 0.56974 -2.75721 2.74280
H 3.55998 -1.20378 3.01151
H 2.51142 -2.44527 3.66218
H 2.70582 -0.77812 4.44408
H 1.94602 -3.10636 -2.01121
H 3.64395 -2.61144 -1.47692
H 2.45150 -1.38881 -2.01452
H -0.14991 -2.47438 0.05088
H 0.53402 -3.72158 1.06864
H 0.54954 -3.82875 -0.81435
H 3.96814 -3.36009 0.28309
H 2.72618 -4.32901 1.03324
H 3.30962 -2.93790 1.81160
F 0.64815 3.16294 -1.35883
C 0.32688 2.64315 -0.07430
F 1.42184 2.77553 0.78987
C -0.66024 3.66467 0.51146
F -0.05099 4.85085 0.70098
F -1.74374 3.89454 -0.28453
F -1.10482 3.25151 1.72232

Cartesian forces (eV/Å) of the 6 atoms listed first:
Ir 0.391 0.382 -0.455
O 0.018 0.217 2.418
C -1.058 -0.121 -1.384
C -1.277 0.342 1.603
C -0.480 0.132 -3.740
C 2.767 -0.506 -1.924